(1)
DFT (ωB97M-V/def2-TZVPD) results for C39H62CuN5O5P2S2 as an isolated structure at a distorted geometry.

Summary:
- ⟨S²⟩: 0.76
- Net charge: -1
- Kohn-Sham gap (alpha / beta): 5.433 / 3.364 eV
- 2S+1: 2
- LUMO level (alpha / beta): 2.32 / 0.27 eV
- Energy relative to the best compared isomer or geometry (same formula, charge and spin): 0.610 eV

Positions of all 116 atoms, in Å:
1 Cu 12.4000 13.4134 9.9464
2 C 12.0922 6.6887 9.3809
3 C 12.6034 7.7471 8.3783
4 C 11.6510 8.2799 7.2908
5 P 13.5387 9.2544 9.2048
6 C 15.1663 8.3815 9.6844
7 C 16.0073 8.0922 8.4165
8 C 15.9259 9.1918 10.7892
9 C 12.7116 9.6912 10.7565
10 C 12.7155 8.7523 11.7753
11 C 12.0606 9.0270 12.9546
12 C 11.5127 10.2693 13.1887
13 C 11.4547 11.2074 12.1588
14 C 11.9312 10.8817 10.8742
15 N 11.5431 11.7018 9.7717
16 C 10.1805 11.6445 9.4509
17 C 9.4371 10.4248 9.4917
18 C 8.0828 10.4497 9.3152
19 C 7.4035 11.6260 9.1247
20 C 8.1237 12.8035 8.9816
21 C 9.4927 12.8049 8.9802
22 P 10.5067 14.3094 8.6998
23 C 9.5299 15.6187 9.5793
24 C 10.1123 16.9923 9.2236
25 C 9.4654 15.4268 11.1217
26 C 10.4760 14.5864 6.8333
27 C 10.6077 13.2506 6.0992
28 C 9.2333 15.4139 6.3298
29 H 11.6609 5.8757 8.7577
30 H 11.2608 7.0585 9.9902
31 H 12.8583 6.3095 10.0663
32 H 13.4180 7.2623 7.8176
33 H 11.0416 9.1068 7.6000
34 H 10.9768 7.4661 7.0503
35 H 12.2206 8.5588 6.4097
36 H 14.9281 7.3757 10.0664
37 H 16.3813 8.9702 7.9232
38 H 15.4592 7.5367 7.6813
39 H 16.8897 7.5021 8.7169
40 H 16.9683 8.8311 10.8013
41 H 15.9886 10.2422 10.4541
42 H 15.5218 9.1937 11.8120
43 H 13.3379 7.8341 11.6842
44 H 11.9208 8.2364 13.7022
45 H 11.1952 10.5858 14.1651
46 H 11.0772 12.2072 12.3464
47 H 9.9377 9.4958 9.6982
48 H 7.5000 9.5488 9.2942
49 H 6.3284 11.6551 8.9453
50 H 7.5728 13.7699 8.9315
51 H 8.4897 15.6110 9.2245
52 H 11.1472 17.0236 9.5438
53 H 9.6056 17.8300 9.7596
54 H 10.1076 17.2340 8.2015
55 H 10.5059 15.4981 11.5172
56 H 9.0695 14.4805 11.4979
57 H 8.9166 16.2419 11.6368
58 H 11.4120 15.1317 6.6624
59 H 9.6212 12.7140 6.1608
60 H 11.3420 12.5928 6.5817
61 H 10.9016 13.3016 5.0158
62 H 8.3300 14.8768 6.6752
63 H 9.2734 15.3530 5.2222
64 H 9.1552 16.4440 6.6605
65 C 12.6927 11.5544 17.1283
66 O 12.8155 11.3462 15.7625
67 C 13.7498 12.0883 15.1398
68 S 14.4985 13.5244 15.6734
69 S 14.3325 11.6872 13.6181
70 H 12.1972 10.6932 17.5630
71 H 12.0961 12.4668 17.3536
72 H 13.6131 11.6664 17.6922
73 C 17.1045 17.7766 8.8339
74 C 16.1875 16.5534 8.8163
75 C 14.6828 16.8506 8.7323
76 C 14.4611 17.7238 7.5052
77 C 13.0081 17.9835 7.0667
78 C 14.3551 17.6441 10.0754
79 O 14.4415 18.8527 10.1889
80 N 14.1397 16.8118 11.1823
81 C 13.4927 15.5671 11.0981
82 O 13.0530 14.9981 12.0784
83 N 13.2925 15.0531 9.8507
84 C 13.8999 15.5273 8.6757
85 O 13.7027 14.9448 7.5897
86 H 18.0575 17.6407 9.3747
87 H 16.5830 18.5829 9.2912
88 H 17.3369 18.1346 7.7963
89 H 16.3066 16.0258 9.7962
90 H 16.4362 15.8262 8.0500
91 H 14.9701 17.2708 6.6484
92 H 14.9208 18.6990 7.6921
93 H 12.4620 17.0546 6.9726
94 H 12.9955 18.3821 6.0458
95 H 12.4992 18.7362 7.6928
96 H 14.2281 17.2412 12.0985
97 C 17.0768 12.9124 6.5880
98 N 16.1607 12.2068 7.4406
99 C 14.8556 11.8652 6.8802
100 C 16.0894 12.4772 8.8264
101 O 15.0162 12.5191 9.4468
102 N 17.3455 12.4737 9.4467
103 C 18.5490 11.7670 8.9693
104 C 17.5091 13.1743 10.6897
105 H 16.6316 13.8505 6.1703
106 H 17.3048 12.2779 5.7072
107 H 18.0242 13.1459 7.0970
108 H 14.1196 12.7178 6.9264
109 H 14.4089 10.9852 7.3852
110 H 15.0698 11.5518 5.8365
111 H 18.3787 11.1889 8.0443
112 H 18.8055 11.0512 9.7720
113 H 19.3598 12.4931 8.8034
114 H 16.5381 13.4251 11.1385
115 H 18.1135 14.0368 10.4668
116 H 18.0444 12.5795 11.4344

***

(2)
DFT (ωB97M-V/def2-TZVPD) results for a 11-piece molecular cluster, C37H40F10IN3O31S overall at a distorted geometry.

Summary:
- Net charge: 0
- Kohn-Sham gap: 9.895 eV
- LUMO level: 0.34 eV

Positions of all 123 atoms, in Å:
1 N -2.2693 -1.2533 -0.7480
2 C -3.2505 -0.6833 -0.9278
3 C -4.5148 -0.0152 -1.2404
4 S -5.8205 -1.3046 -0.9795
5 C -4.7598 1.1816 -0.2596
6 C -4.9737 2.5833 -0.8452
7 C -3.8549 3.6013 -0.5537
8 I -1.8508 2.8842 -0.7666
9 C -4.5440 0.2822 -2.7707
10 N -4.1902 -0.9870 -3.4539
11 O -3.6794 1.3136 -3.1533
12 C -5.9054 0.6203 -3.2401
13 N -6.9791 0.9377 -3.4892
14 H -6.0025 -1.1701 0.3412
15 H -3.9344 1.2261 0.4514
16 H -5.6262 0.9304 0.3463
17 H -5.8520 2.9993 -0.3519
18 H -5.1851 2.6240 -1.9084
19 H -4.0074 4.0550 0.4221
20 H -3.9469 4.4036 -1.2826
21 H -3.2141 -0.9609 -3.7227
22 H -4.7581 -1.1026 -4.2835
23 H -2.7749 1.0904 -2.8826
24 O 2.5394 -2.7396 2.7053
25 C 2.0671 -2.7986 1.6181
26 O 0.7845 -3.1052 1.3406
27 C 0.5816 -2.9427 -0.0800
28 C 1.9847 -3.0865 -0.6054
29 F 2.2006 -2.3226 -1.7069
30 O 2.7683 -2.5754 0.4665
31 H 0.1731 -1.9520 -0.2759
32 H -0.1017 -3.6886 -0.4688
33 H 2.2923 -4.1074 -0.8178
34 O 0.0226 -4.9101 -2.0121
35 C 0.3589 -6.0165 -1.7358
36 O -0.4357 -7.1024 -1.7911
37 C 0.3699 -8.2584 -1.5149
38 C 1.5171 -7.6569 -0.7368
39 F 2.6770 -8.3055 -0.9436
40 O 1.6034 -6.3530 -1.3002
41 H 0.7106 -8.7015 -2.4512
42 H -0.1934 -8.9943 -0.9485
43 H 1.3410 -7.5757 0.3377
44 O -5.1313 0.2653 -9.3219
45 C -5.6144 1.0327 -8.5627
46 O -6.5393 0.7170 -7.6220
47 C -6.7647 1.8775 -6.8141
48 C -6.3327 2.9904 -7.7406
49 F -5.7953 4.0357 -7.0657
50 O -5.3247 2.3668 -8.5132
51 H -6.1409 1.8275 -5.9226
52 H -7.8069 1.9467 -6.5153
53 H -7.1170 3.3619 -8.4026
54 O -3.8307 2.8126 2.8794
55 C -2.9671 3.5289 3.2619
56 O -2.9610 4.8755 3.1144
57 C -1.8219 5.3878 3.8162
58 C -0.9119 4.1830 3.8555
59 F -0.1498 4.1587 4.9775
60 O -1.8345 3.1100 3.8928
61 H -2.1186 5.7036 4.8177
62 H -1.3893 6.2333 3.2881
63 H -0.2649 4.0707 2.9840
64 O 9.2744 -3.2792 0.5175
65 C 8.1888 -2.8099 0.4055
66 O 7.0472 -3.5273 0.3096
67 C 5.9422 -2.6082 0.3104
68 C 6.6023 -1.3401 -0.1682
69 F 6.0349 -0.2345 0.3736
70 O 7.9277 -1.4776 0.3287
71 H 5.5461 -2.5079 1.3214
72 H 5.1515 -2.9470 -0.3497
73 H 6.6367 -1.2330 -1.2512
74 O -1.5222 6.4707 7.7794
75 C -0.5263 7.0035 7.4187
76 O 0.6496 6.9770 8.0788
77 C 1.6466 7.6061 7.2559
78 C 0.7890 8.4784 6.3660
79 F 1.3211 8.6156 5.1257
80 O -0.4158 7.7340 6.2722
81 H 2.1784 6.8493 6.6873
82 H 2.3523 8.1622 7.8581
83 H 0.5670 9.4678 6.7691
84 O 6.9256 -2.4204 -3.2307
85 C 7.9975 -2.9059 -3.3796
86 O 9.1623 -2.2387 -3.2610
87 C 10.2338 -3.1837 -3.3671
88 C 9.5738 -4.3083 -4.1311
89 F 10.0622 -5.5216 -3.7802
90 O 8.2235 -4.2139 -3.7009
91 H 10.5430 -3.4998 -2.3696
92 H 11.0821 -2.7498 -3.8885
93 H 9.6145 -4.2089 -5.2170
94 O 3.4805 6.1514 8.4927
95 C 3.2133 5.1994 9.1509
96 O 3.3602 3.9204 8.7453
97 C 3.0548 3.0675 9.8549
98 C 2.1830 3.9653 10.7041
99 F 2.3336 3.7187 12.0262
100 O 2.6997 5.2522 10.4062
101 H 3.9762 2.7982 10.3724
102 H 2.5504 2.1648 9.5228
103 H 1.1213 3.9388 10.4542
104 O -7.3840 3.4756 1.0793
105 C -8.3326 3.1341 0.4557
106 O -8.6835 3.6388 -0.7502
107 C -9.7795 2.8651 -1.2522
108 C -10.3588 2.2870 0.0196
109 F -10.8939 1.0595 -0.1756
110 O -9.2140 2.1723 0.8461
111 H -9.4017 2.0829 -1.9130
112 H -10.4789 3.4927 -1.7974
113 H -11.0967 2.9217 0.5133
114 O 3.7045 -8.5917 -3.7207
115 C 4.6523 -8.0006 -4.1141
116 O 5.8378 -7.9310 -3.4643
117 C 6.7726 -7.2626 -4.3162
118 C 5.8591 -6.4689 -5.2198
119 F 6.3715 -6.3296 -6.4682
120 O 4.7049 -7.2901 -5.2778
121 H 7.3509 -8.0062 -4.8671
122 H 7.4504 -6.6385 -3.7424
123 H 5.5863 -5.4848 -4.8354

***

(3)
DFT (ωB97M-V/def2-TZVPD) results for the molecule C4H7NO2.

Summary:
- Net charge: 0
- Kohn-Sham gap: 9.136 eV
- LUMO level: 0.65 eV
- Energy relative to the best compared isomer or geometry (same formula, charge and spin): 5.840 eV

Positions of all 14 atoms, in Å:
1 C -2.2805 0.1126 -0.1464
2 C -0.6792 -0.4846 -0.6961
3 N -0.7051 0.8414 -0.6268
4 O 0.1869 -1.1894 0.0926
5 C 1.3074 -0.5379 0.6859
6 C 2.1739 0.1219 -0.3771
7 O 2.8508 1.0977 -0.1710
8 H -2.4743 -0.7865 0.4480
9 H -2.5034 0.9809 0.4890
10 H -2.8733 0.1248 -1.0537
11 H -0.0964 1.2674 0.0996
12 H 1.0612 0.1842 1.4748
13 H 1.8870 -1.3462 1.1447
14 H 2.1450 -0.3863 -1.3638

***

(4)
DFT (ωB97M-V/def2-TZVPD) results for the molecule C6H8IN3 at a distorted geometry.

Summary:
- Net charge: 0
- Kohn-Sham gap: 8.198 eV
- LUMO level: 0.54 eV
- Energy relative to the best compared isomer or geometry (same formula, charge and spin): 1.199 eV

Positions of all 18 atoms, in Å:
1 C 1.7631 -1.6927 -0.0669
2 N 0.3340 -1.4050 0.0882
3 N -0.7057 -2.3391 0.0438
4 C -0.0067 -0.0870 0.0724
5 N 0.9410 0.8173 -0.0990
6 C 0.8007 2.1006 0.0239
7 C -0.3668 2.7533 0.0773
8 C -1.4986 1.9222 0.0819
9 C -1.5386 0.5828 0.1262
10 I -3.4054 -0.4194 -0.0060
11 H 1.7384 -2.6030 -0.7323
12 H 2.1976 -0.7215 -0.3138
13 H 2.1606 -2.0818 0.8063
14 H -0.2735 -3.2054 0.3464
15 H -1.1171 -2.4227 -0.9515
16 H 1.7618 2.5936 0.1311
17 H -0.3896 3.7376 0.1087
18 H -2.3951 2.4701 0.2636

***

(5)
DFT (ωB97M-V/def2-TZVPD) results for the molecule C22H18N4 at a distorted geometry.

Summary:
- Net charge: 0
- Kohn-Sham gap: 5.882 eV
- LUMO level: -0.89 eV
- Energy relative to the best compared isomer or geometry (same formula, charge and spin): 3.127 eV

Positions of all 44 atoms, in Å:
1 C 4.1111 0.9616 2.3932
2 C 4.2443 1.8612 1.3515
3 C 3.0895 1.5572 0.4935
4 C 2.8691 2.1372 -0.7622
5 C 1.7350 1.8245 -1.6064
6 C 1.2429 2.5649 -2.6501
7 C -0.0747 1.9885 -2.9736
8 C -0.2701 0.9742 -2.1665
9 N 0.8235 0.8189 -1.3094
10 C -1.6333 0.5338 -2.2162
11 C -2.1794 -0.3501 -1.2999
12 N -1.4419 -0.8651 -0.2289
13 C -2.2007 -1.7553 0.3608
14 C -1.8494 -2.5038 1.6221
15 C -0.6638 -2.4318 2.3137
16 C -0.2920 -3.1233 3.5958
17 C 0.9439 -2.6502 3.9745
18 C 1.3246 -1.6251 2.9915
19 C 2.3782 -0.7617 3.1792
20 C 2.8347 0.2610 2.2230
21 N 2.2486 0.6192 1.1014
22 N 0.3832 -1.5861 1.9752
23 C -3.4929 -1.9853 -0.3797
24 C -3.5475 -0.9071 -1.4158
25 C -2.3141 1.3427 -3.3341
26 C -1.2650 2.4200 -3.7699
27 H 4.7724 0.8272 3.2474
28 H 5.0857 2.5480 1.1609
29 H 3.5356 2.9263 -1.0985
30 H 1.7111 3.4731 -3.0487
31 H 0.8091 0.3121 -0.4361
32 H -2.6336 -3.1376 2.0224
33 H -0.8495 -3.8895 4.1364
34 H 1.4960 -2.8633 4.8826
35 H 2.9320 -0.8478 4.0988
36 H 0.4213 -1.0188 1.1076
37 H -4.3473 -1.8701 0.2930
38 H -3.5451 -2.9957 -0.7892
39 H -4.2153 -0.0788 -1.1297
40 H -3.7869 -1.2402 -2.4099
41 H -3.1942 1.8931 -2.9664
42 H -2.5326 0.7516 -4.2074
43 H -1.5488 3.4532 -3.4831
44 H -1.1134 2.4372 -4.8426

***

(6)
DFT (ωB97M-V/def2-TZVPD) results for C40H49N8OPdS as an isolated structure at a distorted geometry.

Summary:
- Net charge: +1
- Kohn-Sham gap (alpha / beta): 6.899 / 6.899 eV
- LUMO level (alpha / beta): -2.33 / -2.33 eV
- Energy relative to the best compared isomer or geometry (same formula, charge and spin): 0.527 eV

Positions of all 100 atoms, in Å:
1 Pd 1.1319 0.2461 -1.0875
2 C 1.4049 -1.1621 5.8158
3 C 0.0787 -0.8973 5.0870
4 C -0.8816 -2.0514 5.3753
5 C -0.5476 0.4042 5.6103
6 C 0.3650 -0.7415 3.6026
7 C 1.1885 0.2859 3.1453
8 C 1.4318 0.4111 1.7977
9 N 0.9177 -0.4206 0.8819
10 C 0.1150 -1.4153 1.2787
11 C -0.1601 -1.5864 2.6362
12 C -0.5290 -2.2902 0.2543
13 C -1.6267 -3.0846 0.5921
14 C -2.2841 -3.8351 -0.3721
15 C -1.7998 -3.7395 -1.6727
16 C -0.6991 -2.9483 -1.9267
17 N -0.0572 -2.2522 -0.9939
18 C -3.4853 -4.7169 -0.0609
19 C -4.6858 -4.2312 -0.8864
20 C -3.8638 -4.6785 1.4198
21 C -3.1462 -6.1649 -0.4453
22 H 1.2211 -1.2758 6.8850
23 H 2.1089 -0.3399 5.6832
24 H 1.8761 -2.0766 5.4517
25 H -1.0567 -2.1140 6.4493
26 H -0.4719 -3.0111 5.0540
27 H -1.8497 -1.9029 4.8925
28 H -0.7693 0.3042 6.6735
29 H -1.4790 0.6287 5.0876
30 H 0.1241 1.2547 5.4906
31 H 1.6345 1.0001 3.8233
32 H 2.0531 1.2076 1.4104
33 H -0.7961 -2.3984 2.9421
34 H -1.9998 -3.0952 1.6016
35 H -2.2723 -4.2706 -2.4876
36 H -0.3077 -2.8603 -2.9356
37 H -4.9341 -3.1966 -0.6442
38 H -5.5571 -4.8515 -0.6708
39 H -4.4914 -4.2913 -1.9574
40 H -4.1494 -3.6742 1.7393
41 H -3.0496 -5.0322 2.0560
42 H -4.7199 -5.3318 1.5896
43 H -2.9271 -6.2594 -1.5090
44 H -3.9935 -6.8144 -0.2206
45 H -2.2818 -6.5267 0.1145
46 C 6.2732 1.3956 -0.1266
47 N 5.3810 0.3911 -0.6934
48 C 5.8527 -0.7485 -1.2524
49 C 5.0217 -1.6892 -1.7479
50 C 3.6217 -1.4412 -1.6386
51 N 3.1642 -0.2958 -1.1405
52 C 4.0117 0.6615 -0.6516
53 O 3.6226 1.7232 -0.1864
54 N 2.7262 -2.3474 -2.0216
55 H 7.3008 1.1016 -0.3219
56 H 6.1115 1.4793 0.9466
57 H 6.0736 2.3653 -0.5774
58 H 6.9280 -0.8581 -1.2712
59 H 5.3973 -2.6005 -2.1849
60 H 3.0245 -3.2353 -2.3826
61 H 1.7422 -2.1902 -1.7981
62 C 4.1600 2.4297 -3.5693
63 N 3.0163 3.0085 -2.9164
64 C 3.0418 4.3818 -2.4205
65 C 1.6068 4.5963 -1.9124
66 N 0.9242 3.4236 -2.4469
67 C 1.7809 2.5115 -2.8989
68 S 1.3322 0.9302 -3.3756
69 H 5.0278 2.4924 -2.9095
70 H 4.3880 2.9620 -4.4962
71 H 3.9464 1.3876 -3.7973
72 H 3.3157 5.0687 -3.2254
73 H 3.7752 4.4670 -1.6177
74 H 1.1598 5.5125 -2.2923
75 H 1.5567 4.6008 -0.8223
76 H -0.0116 3.1554 -2.1941
77 N -0.7510 0.7535 -1.0947
78 C -1.5902 1.6863 -1.1287
79 C -2.8457 1.5525 -1.9487
80 C -2.8393 0.6676 -3.0256
81 C -3.9667 0.5085 -3.8135
82 C -5.1240 1.2192 -3.5252
83 C -5.1473 2.0886 -2.4454
84 C -4.0131 2.2592 -1.6640
85 C -1.4015 2.9818 -0.3643
86 C -1.6811 4.2327 -0.9142
87 C -1.3838 5.3971 -0.2183
88 C -0.8225 5.3266 1.0480
89 C -0.5574 4.0855 1.6135
90 C -0.8396 2.9261 0.9097
91 H -1.9322 0.1103 -3.2205
92 H -3.9462 -0.1730 -4.6548
93 H -6.0063 1.0945 -4.1399
94 H -6.0518 2.6340 -2.2081
95 H -4.0433 2.9341 -0.8181
96 H -2.1328 4.2991 -1.8986
97 H -1.6010 6.3609 -0.6619
98 H -0.6035 6.2335 1.5968
99 H -0.1342 4.0247 2.6090
100 H -0.6373 1.9538 1.3402

***

Total energy? In order: -5292.87166; -5625.26723; -361.66623; -695.27951; -1068.11235; -2592.92215 Ha.